No. 1
13
Properties=species:S:1:pos:R:3 method="wB97M-V/def2-TZVPD" e_above_lowest_kcal_mol=8.0 charge=+1 homo_ev=-14.42 e_tot_ha=-1164.1874 smiles="N/C(Cl)=[NH+]/[C@H](N)Cl" gap_ev=10.690
C -0.869 -0.566 0.901
C 0.260 0.967 -1.044
N -0.863 -1.066 2.132
N 1.232 0.183 -1.752
N 0.098 0.194 0.523
Cl -2.232 -0.686 -0.052
Cl 0.748 2.630 -0.756
H -0.828 0.896 -1.577
H 0.063 -1.391 2.460
H -1.433 -1.887 2.209
H 2.191 0.489 -1.715
H 0.875 -0.235 -2.589
H 0.758 0.474 1.261



No. 2
31
Properties=species:S:1:pos:R:3 method="wB97M-V/def2-TZVPD" e_above_lowest_kcal_mol=36.4 charge=0 homo_ev=-9.85 e_tot_ha=-1068.8195 gap_ev=9.202
C -4.362 -1.838 0.380
C -3.166 -2.089 -0.154
C 3.836 1.828 0.540
C 2.648 0.978 0.543
C 2.629 -0.032 -0.643
C 1.793 -1.239 -0.294
C 0.344 -0.664 0.028
C -1.903 -1.334 0.170
N -0.650 -1.684 -0.007
O -1.282 1.305 0.993
O -3.303 2.131 -0.211
O -0.967 2.628 -0.955
O -2.071 0.339 -1.115
S -1.770 1.577 -0.356
H -5.331 -2.302 0.067
H -4.395 -1.484 1.402
H -3.218 -2.743 -0.963
H 3.968 2.351 -0.496
H 4.748 1.330 0.693
H 3.725 2.593 1.283
H 2.509 0.360 1.403
H 1.818 1.646 0.287
H 2.394 0.314 -1.613
H 3.680 -0.342 -0.782
H 2.143 -1.712 0.642
H 1.700 -2.080 -0.949
H 0.248 -0.223 1.083
H -0.058 0.142 -0.664
H -2.056 -0.562 0.887
H -3.104 3.092 -0.358
H -0.547 -2.287 -0.840



No. 3
13
Properties=species:S:1:pos:R:3 method="wB97M-V/def2-TZVPD" e_above_lowest_kcal_mol=141.3 charge=0 homo_ev="-7.74 / -7.74" e_tot_ha=-307.2382 gap_ev="7.230 / 7.240"
C 0.502 -1.255 1.134
C -0.185 -0.987 0.008
C 1.243 -0.222 1.850
C -0.317 0.288 -0.589
C 1.273 1.016 1.479
C -1.059 0.533 -1.704
O -1.207 1.770 -2.252
H 0.532 -2.250 1.547
H -0.700 -1.824 -0.460
H 1.787 -0.581 2.725
H 1.529 2.040 1.476
H -1.571 -0.278 -2.226
H -1.826 1.751 -2.988



No. 4
92
Properties=species:S:1:pos:R:3 method="wB97M-V/def2-TZVPD" e_above_lowest_kcal_mol=7.8 charge=0 homo_ev=-8.13 e_tot_ha=-3611.4150 gap_ev=8.266
Zr 0.961 0.562 0.169
C 4.083 0.336 -3.059
C 3.343 0.531 -1.774
N 2.131 0.130 -1.652
N 1.541 -0.496 -2.778
C 0.681 -1.389 -2.434
S 0.292 -1.882 -0.795
S -0.031 -2.246 -3.840
C 0.811 -3.838 -3.532
C 2.281 -3.800 -3.860
C 2.743 -3.749 -5.174
C 4.102 -3.675 -5.442
C 5.022 -3.646 -4.395
C 4.570 -3.689 -3.085
C 3.204 -3.763 -2.821
C 3.987 1.182 -0.597
C 5.001 2.125 -0.792
C 5.594 2.796 0.256
C 5.186 2.514 1.555
C 4.211 1.565 1.788
C 3.604 0.888 0.735
O 2.663 -0.055 1.000
H 3.933 -0.681 -3.418
H 5.146 0.530 -2.943
H 3.667 0.999 -3.822
H 0.264 -4.568 -4.129
H 0.666 -4.064 -2.477
H 2.029 -3.756 -5.991
H 4.447 -3.636 -6.468
H 6.083 -3.589 -4.604
H 5.277 -3.665 -2.264
H 2.849 -3.788 -1.795
H 5.301 2.364 -1.805
H 6.360 3.536 0.065
H 5.630 3.041 2.392
H 3.883 1.336 2.795
C 1.425 -0.713 8.085
C 0.942 -0.375 6.696
C 1.800 -0.494 5.599
C 1.391 -0.147 4.327
C 0.092 0.328 4.150
C -0.788 0.445 5.214
C -0.353 0.086 6.484
S -0.418 0.853 2.567
O -0.253 -0.359 1.676
O -1.778 1.304 2.675
N 0.657 1.846 2.002
C 0.303 3.236 1.602
C 0.954 3.553 0.254
O 1.153 4.681 -0.094
O 1.258 2.463 -0.471
H 2.194 -1.487 8.060
H 0.607 -1.059 8.717
H 1.861 0.169 8.563
H 2.807 -0.867 5.751
H 2.057 -0.252 3.477
H -1.793 0.814 5.046
H -1.034 0.167 7.325
H 0.656 3.968 2.318
H -0.774 3.349 1.491
C -5.126 2.186 -2.191
C -4.601 2.101 -3.626
C -4.174 0.706 -4.086
C -2.888 0.176 -3.464
N -3.098 -0.301 -2.088
C -2.551 0.184 -0.975
S -1.328 1.411 -1.028
N -2.985 -0.259 0.196
C -4.013 -1.270 0.405
C -4.488 -1.279 1.852
C -5.506 -0.195 2.198
C -5.011 1.242 2.044
H -5.559 3.169 -1.993
H -4.333 2.034 -1.454
H -5.909 1.439 -2.012
H -3.748 2.780 -3.734
H -5.377 2.457 -4.307
H -4.021 0.721 -5.167
H -4.986 -0.009 -3.895
H -2.128 0.951 -3.432
H -2.497 -0.657 -4.050
H -3.734 -1.074 -1.987
H -2.516 0.122 1.008
H -3.609 -2.250 0.136
H -4.866 -1.059 -0.249
H -3.614 -1.197 2.509
H -4.938 -2.253 2.042
H -5.824 -0.355 3.231
H -6.393 -0.346 1.573
H -4.050 1.393 2.545
H -5.728 1.941 2.478
H -4.881 1.519 0.995



No. 5
25
Properties=species:S:1:pos:R:3 method="wB97M-V/def2-TZVPD" e_above_lowest_kcal_mol=1.6 charge=0 homo_ev=-9.08 e_tot_ha=-1396.4185 smiles="COC(=O)[C@@H]1[C@@H](C)[C@@]1(Cl)c1cccs1" gap_ev=9.761
C -3.490 -1.024 0.409
C -2.140 -0.442 0.486
C -3.604 -1.872 -0.663
C -1.373 -0.785 -0.591
C 1.671 1.485 0.285
C 1.136 0.149 0.173
C 1.179 -0.732 -1.028
C -0.180 -0.117 -1.063
C 1.209 -2.268 -0.743
C 2.005 3.341 1.779
O 2.260 2.103 -0.605
O 1.441 2.036 1.504
S -2.229 -1.801 -1.669
Cl -0.377 1.183 -2.152
H -4.246 -1.015 1.184
H -1.801 0.162 1.315
H -4.369 -2.422 -1.150
H 0.976 -0.440 1.126
H 1.798 -0.445 -1.762
H 0.292 -2.438 -0.205
H 2.075 -2.466 -0.214
H 1.198 -2.745 -1.811
H 3.074 3.217 1.922
H 1.664 3.543 2.721
H 1.832 3.794 0.754



No. 6
58
Properties=species:S:1:pos:R:3 method="wB97M-V/def2-TZVPD" charge=0 homo_ev=-9.14 e_tot_ha=-1900.2710 smiles="N#CO[C@@H]1C[C@@H](COC(F)(F)F)C(=O)N1.Fc1ccccc1.Fc1ccccc1.Fc1ccccc1" gap_ev=9.650
N 2.394 4.503 1.735
C 2.683 4.156 0.677
O 3.005 3.752 -0.505
C 2.020 2.860 -1.170
C 1.179 2.032 -0.218
C 2.188 0.953 0.200
C 1.627 -0.201 0.996
O 2.615 -0.987 1.674
C 3.119 -0.504 2.821
F 3.810 -1.468 3.406
F 2.170 -0.084 3.669
F 3.950 0.538 2.629
C 2.726 0.633 -1.183
O 3.005 -0.429 -1.649
N 2.773 1.875 -1.926
H 1.448 3.510 -1.830
H 0.449 1.562 -0.887
H 0.651 2.556 0.575
H 3.029 1.461 0.684
H 0.854 0.141 1.687
H 1.160 -0.899 0.302
H 3.747 2.139 -2.043
F -1.026 -0.463 -0.389
C -1.917 -0.867 0.547
C -2.588 0.088 1.285
C -3.498 -0.346 2.240
C -3.713 -1.702 2.443
C -3.015 -2.636 1.690
C -2.105 -2.222 0.726
H -2.397 1.137 1.113
H -4.039 0.383 2.828
H -4.421 -2.032 3.191
H -3.175 -3.693 1.850
H -1.553 -2.932 0.125
F -1.982 2.291 -0.990
C -3.043 3.074 -1.300
C -3.655 2.903 -2.524
C -4.743 3.707 -2.831
C -5.194 4.657 -1.924
C -4.555 4.805 -0.701
C -3.467 4.007 -0.377
H -3.284 2.156 -3.212
H -5.241 3.588 -3.784
H -6.042 5.281 -2.171
H -4.902 5.547 0.006
H -2.954 4.103 0.571
F 0.119 -5.291 0.125
C 1.399 -5.104 -0.274
C 2.033 -3.928 0.069
C 3.342 -3.733 -0.345
C 3.990 -4.708 -1.091
C 3.328 -5.883 -1.421
C 2.018 -6.093 -1.010
H 1.507 -3.182 0.649
H 3.848 -2.814 -0.084
H 5.010 -4.551 -1.416
H 3.830 -6.643 -2.004
H 1.483 -7.000 -1.254



No. 7
28
Properties=species:S:1:pos:R:3 method="wB97M-V/def2-TZVPD" charge=0 homo_ev=-7.50 e_tot_ha=-3501.6216 gap_ev=3.807
C 3.346 1.787 0.647
C 2.215 2.312 -0.244
S 1.035 3.256 0.757
C -0.513 2.986 -0.107
S -1.651 1.824 0.663
O -2.946 2.248 0.198
O -1.427 1.820 2.077
N -1.341 0.409 -0.050
S -0.387 -0.635 0.629
O 0.955 -0.219 0.942
O -1.035 -1.463 1.623
C -0.249 -1.717 -0.814
C -1.436 -2.659 -0.743
C -1.362 -3.769 0.193
O -1.238 -4.028 -1.266
H 4.311 2.133 0.293
H 3.223 2.157 1.660
H 3.328 0.707 0.696
H 1.708 1.506 -0.755
H 2.626 2.997 -0.978
H -1.057 3.915 -0.205
H -0.313 2.626 -1.109
H 0.655 -2.313 -0.768
H -0.309 -1.124 -1.717
H -2.409 -2.214 -0.893
H -2.323 -4.032 0.600
H -0.441 -3.920 0.718
Cu -2.967 -4.593 -2.047



No. 8
83
Properties=species:S:1:pos:R:3 method="wB97M-V/def2-TZVPD" s2=0.7573 charge=+1 multiplicity=2 homo_ev="-12.39 / -12.39" e_tot_ha=-2901.7739 gap_ev="7.217 / 3.352"
C -10.151 6.752 -23.159
C -8.613 6.826 -23.390
O -7.953 7.641 -22.741
C -8.031 5.894 -24.409
H -10.655 7.299 -23.955
H -10.445 7.240 -22.230
H -10.454 5.708 -23.075
H -8.635 5.034 -24.697
H -7.040 5.572 -24.089
H -7.901 6.405 -25.363
C -11.076 3.199 -24.139
C -10.358 2.219 -25.062
O -10.426 2.178 -26.288
C -9.415 1.288 -24.298
H -10.415 3.368 -23.289
H -12.022 2.813 -23.757
H -11.224 4.143 -24.664
H -10.061 0.787 -23.576
H -8.623 1.842 -23.793
H -9.058 0.597 -25.062
C -14.543 4.852 -25.415
C -15.727 5.182 -24.634
N -16.633 5.450 -23.980
H -14.797 4.080 -26.141
H -13.768 4.631 -24.681
H -14.281 5.743 -25.986
C -8.727 -0.500 -20.980
C -8.511 -1.825 -21.561
N -8.436 -2.875 -22.019
H -8.031 -0.292 -20.167
H -9.783 -0.468 -20.711
H -8.702 0.295 -21.725
C -11.224 1.879 -20.338
C -11.429 3.301 -19.995
N -11.581 4.466 -19.776
H -10.735 1.727 -21.300
H -12.214 1.424 -20.371
H -10.602 1.443 -19.557
C -7.256 6.037 -19.266
C -6.302 5.955 -20.407
C -6.392 4.531 -20.967
S -8.151 3.948 -20.650
O -8.073 2.600 -19.993
O -8.840 4.131 -21.940
C -8.575 5.286 -19.561
H -7.429 7.073 -18.975
H -6.779 5.589 -18.394
H -5.298 6.224 -20.077
H -6.582 6.605 -21.236
H -5.803 3.870 -20.332
H -6.181 4.455 -22.034
H -9.129 5.017 -18.661
H -9.256 5.968 -20.070
C -7.048 -3.254 -27.094
C -6.767 -1.761 -26.904
C -8.032 -1.066 -27.451
S -9.458 -2.156 -27.090
O -10.183 -2.404 -28.333
O -10.218 -1.741 -25.910
C -8.457 -3.530 -26.560
H -6.336 -3.865 -26.540
H -7.005 -3.511 -28.152
H -5.970 -1.398 -27.552
H -6.458 -1.404 -25.921
H -8.070 -1.075 -28.540
H -8.426 -0.090 -27.166
H -8.913 -4.477 -26.849
H -8.614 -3.517 -25.482
C -12.479 -3.491 -23.862
C -13.886 -3.211 -24.492
C -14.270 -1.750 -24.114
S -13.688 -1.461 -22.401
O -14.695 -2.111 -21.560
O -13.349 -0.047 -22.222
C -12.167 -2.554 -22.650
H -11.668 -3.405 -24.586
H -12.371 -4.550 -23.627
H -14.644 -3.902 -24.123
H -13.708 -3.278 -25.565
H -15.293 -1.417 -24.290
H -13.639 -1.148 -24.768
H -11.941 -3.035 -21.699
H -11.430 -1.801 -22.931



No. 9
16
Properties=species:S:1:pos:R:3 method="wB97M-V/def2-TZVPD" s2=1.7950 e_above_lowest_kcal_mol=26.2 charge=+3 multiplicity=2 homo_ev="-23.83 / -23.41" e_tot_ha=-795.5007 gap_ev="7.499 / 6.331"
O 3.236 0.503 -0.044
C 3.281 -0.205 0.950
O 3.168 -1.457 0.892
In 2.797 2.106 -0.747
O 3.552 0.373 2.286
O 4.062 -0.182 5.795
C 4.228 0.480 6.932
O 4.239 1.680 7.051
O 4.358 -0.401 7.912
C 3.903 0.598 4.619
C 3.658 -0.388 3.492
H 4.434 0.061 8.756
H 4.810 1.186 4.428
H 3.046 1.274 4.728
H 2.726 -0.953 3.639
H 4.490 -1.099 3.380



No. 10
116
Properties=species:S:1:pos:R:3 method="wB97M-V/def2-TZVPD" e_above_lowest_kcal_mol=0.0 charge=-2 homo_ev=-1.58 e_tot_ha=-5184.0641 gap_ev=5.622
Tl -0.061 -0.079 -0.359
S 0.115 -0.060 2.923
P 0.486 -1.935 2.256
C 1.286 -2.268 0.827
P 2.798 -1.618 0.529
S 3.013 0.185 -0.396
C 3.872 -1.581 2.026
C 4.374 -2.764 2.567
C 5.089 -2.760 3.755
C 5.296 -1.565 4.433
C 4.783 -0.385 3.914
C 4.080 -0.391 2.716
C 3.715 -2.780 -0.565
C 2.992 -3.651 -1.374
C 3.644 -4.484 -2.271
C 5.031 -4.474 -2.359
C 5.760 -3.615 -1.547
C 5.102 -2.769 -0.664
C -1.166 -2.755 2.123
C -1.511 -3.440 0.965
C -2.768 -4.023 0.836
C -3.683 -3.941 1.873
C -3.341 -3.262 3.041
C -2.096 -2.666 3.157
C 1.173 -2.896 3.692
C 1.382 -4.266 3.532
C 1.900 -5.029 4.565
C 2.233 -4.428 5.776
C 2.038 -3.065 5.939
C 1.502 -2.306 4.902
H 4.189 -3.702 2.056
H 5.459 -3.692 4.165
H 5.840 -1.560 5.371
H 4.924 0.549 4.446
H 3.678 0.526 2.303
H 1.913 -3.669 -1.276
H 3.065 -5.148 -2.902
H 5.540 -5.131 -3.055
H 6.842 -3.596 -1.606
H 5.676 -2.084 -0.051
H -0.776 -3.482 0.168
H -3.032 -4.530 -0.084
H -4.664 -4.391 1.773
H -4.055 -3.186 3.854
H -1.835 -2.102 4.047
H 1.151 -4.720 2.574
H 2.056 -6.093 4.425
H 2.652 -5.020 6.582
H 2.313 -2.585 6.870
H 1.344 -1.240 5.014
C -2.226 4.260 -0.756
C -0.942 4.646 -0.017
P 0.401 3.394 -0.288
C 1.838 4.345 0.346
C 2.894 4.797 -0.440
C 3.985 5.435 0.137
C 4.036 5.639 1.507
C 2.992 5.185 2.303
C 1.912 4.535 1.728
C 0.645 3.504 -2.105
C 0.369 4.639 -2.869
C 0.537 4.629 -4.245
C 0.982 3.475 -4.881
C 1.259 2.341 -4.134
C 1.094 2.356 -2.755
P -2.516 2.432 -0.750
C -3.233 2.142 0.908
C -3.365 0.804 1.289
C -3.846 0.472 2.546
C -4.183 1.471 3.449
C -4.040 2.803 3.088
C -3.571 3.135 1.823
C -3.963 2.334 -1.866
C -3.712 1.831 -3.142
C -4.739 1.711 -4.067
C -6.033 2.074 -3.718
C -6.295 2.559 -2.443
C -5.264 2.687 -1.522
H -3.082 4.826 -0.376
H -2.135 4.503 -1.817
H -1.113 4.641 1.063
H -0.621 5.657 -0.282
H 2.873 4.639 -1.511
H 4.804 5.764 -0.491
H 4.892 6.128 1.955
H 3.033 5.311 3.378
H 1.132 4.135 2.366
H 0.020 5.547 -2.391
H 0.308 5.517 -4.822
H 1.095 3.458 -5.958
H 1.580 1.426 -4.614
H 1.304 1.452 -2.191
H -3.077 0.017 0.601
H -3.915 -0.570 2.826
H -4.533 1.211 4.440
H -4.281 3.588 3.796
H -3.453 4.180 1.563
H -2.712 1.488 -3.390
H -4.531 1.300 -5.047
H -6.840 1.962 -4.431
H -7.308 2.825 -2.162
H -5.474 3.044 -0.519
Cl -3.732 -3.688 -7.019
C -2.821 -2.745 -5.841
C -1.611 -2.133 -6.225
C -0.895 -1.400 -5.326
C -1.309 -1.214 -3.945
O -0.630 -0.539 -3.147
C -2.555 -1.859 -3.604
C -3.162 -1.790 -2.284
O -2.775 -1.179 -1.307
C -3.269 -2.604 -4.559
H -1.259 -2.250 -7.244
H 0.033 -0.922 -5.614
H -4.123 -2.353 -2.224
H -4.196 -3.081 -4.255



No. 11
21
Properties=species:S:1:pos:R:3 method="wB97M-V/def2-TZVPD" e_above_lowest_kcal_mol=44.7 charge=+1 homo_ev=-13.00 e_tot_ha=-739.0412 gap_ev=10.240
C 0.001 -0.156 2.944
C -0.697 -0.331 -1.206
C 0.305 -0.207 0.219
N -1.251 1.065 -1.401
N 0.021 -0.764 -2.326
N 1.398 -1.025 -0.016
N 0.549 1.208 0.236
S -1.028 -0.636 1.467
H -0.118 0.854 3.105
H 1.061 -0.349 2.716
H -0.279 -0.798 3.750
H -1.561 -1.003 -1.137
H -2.221 1.235 -1.114
H -1.031 1.268 -2.427
H -0.486 -0.894 -3.139
H 0.974 -0.523 -2.502
H 1.774 -1.352 0.884
H 1.118 -1.885 -0.606
H 1.518 1.411 -0.042
H -0.444 1.503 -0.650
H 0.398 1.376 1.244